81
Properties=species:S:1:pos:R:3:forces:R:3:lowdin_charge:R:1 method="wB97M-V/def2-TZVPD" lumo_energy_ev="3.19 / 3.19" fmax_ev_per_a=8.4 e_above_lowest_ev=3.551 total_charge=-2 energy_ev=-116217.9374 orbital_gap_ev="3.3 / 4.5"
Ba 1.12942 -2.13031 -0.07714 0.6 0.1 0.1 1.663
C -3.07925 10.55129 4.27221 0.8 1.0 -0.1 -0.095
O -2.05093 9.77144 4.86842 -0.6 0.5 0.5 -0.116
C -1.33704 8.87691 4.11711 0.3 -1.4 -1.1 -0.288
C -0.97345 9.09901 2.76279 0.1 -0.3 1.1 -0.041
C -0.30752 8.10773 2.04751 0.3 -1.0 0.6 -0.026
C -0.02886 6.85304 2.68644 -0.5 1.5 0.2 -0.286
C -0.29313 6.64626 4.05968 -0.8 1.3 -1.1 -0.028
C -1.00156 7.63825 4.72891 -0.1 0.7 0.1 -0.016
N 0.43503 5.84383 1.87388 -0.1 -1.5 0.1 0.020
N 0.17263 4.68645 2.37061 0.3 1.8 0.1 0.053
C 0.54858 3.62359 1.64912 0.2 -1.0 0.5 -0.262
C 1.06712 3.75298 0.36855 0.4 0.1 -0.6 -0.013
C 1.33263 2.64495 -0.41351 0.0 0.5 0.7 -0.013
C 1.12611 1.34501 0.08841 -0.1 -0.7 -1.1 -0.342
O 1.20014 0.31522 -0.69509 0.1 1.3 1.7 -0.327
C 0.78072 1.23672 1.52888 0.6 -2.7 -1.5 -0.162
N 0.79637 -0.06445 1.96624 -1.0 0.6 1.3 0.013
C 0.38743 -0.27846 3.22715 0.7 -0.1 -1.1 -0.130
C 0.02345 0.76981 4.09359 0.2 1.1 -0.9 -0.041
C 0.04080 2.09574 3.62857 -0.1 -1.4 0.9 0.009
C 0.44184 2.31799 2.29853 -0.3 1.9 -0.3 -0.107
H -3.50041 11.23995 5.01788 0.2 -0.6 0.2 0.086
H -3.88248 9.98898 3.82214 -0.2 -0.6 -0.1 0.087
H -2.68206 11.24544 3.52080 0.1 -0.3 -0.2 0.075
H -1.19103 10.04803 2.30120 -0.1 0.1 -0.1 0.091
H -0.00920 8.23684 0.98238 -0.4 -0.2 1.0 0.113
H -0.09919 5.67403 4.47858 0.1 0.0 0.2 0.088
H -1.34211 7.44479 5.75019 0.1 0.3 -0.3 0.109
H 1.24480 4.79455 0.01276 -0.3 -1.1 0.2 0.116
H 1.70896 2.77109 -1.40192 0.1 -0.1 -0.6 0.098
H 0.40196 -1.33517 3.52089 0.0 0.5 0.2 0.068
H -0.23353 0.53837 5.10892 -0.2 0.0 0.3 0.091
H -0.25520 2.90631 4.30992 0.2 -0.3 -0.6 0.107
Cl -0.52151 -4.44146 2.56652 -0.3 0.3 -1.1 0.644
C 0.02417 -4.65475 4.16361 -0.2 -0.7 1.6 -0.742
C -0.86239 -5.30099 5.01482 0.2 0.2 0.1 -0.140
C -0.51152 -5.58583 6.34304 -1.6 -0.3 -0.9 -0.138
C 0.72281 -5.25995 6.77373 2.2 1.1 -1.3 -0.179
C 1.63502 -4.58755 5.92722 -1.8 -0.7 -0.6 -0.695
Cl 3.17047 -4.35346 6.65208 0.8 0.4 -0.3 0.628
C 1.31875 -4.25321 4.55523 0.4 -0.2 1.1 -0.834
S 2.38167 -3.50050 3.46956 0.7 0.5 -0.4 0.426
H -1.80758 -5.58393 4.57064 -0.1 -0.1 0.3 0.084
H -1.19602 -6.06808 7.02598 -0.2 -0.2 -0.2 0.088
H 1.15643 -5.58092 7.68567 -0.2 -0.1 1.0 0.069
C -1.99171 -5.08790 -8.02787 0.2 0.7 0.9 -0.050
C -1.77790 -4.45307 -6.62665 -0.5 -0.7 -0.3 -0.261
C -2.77507 -3.63664 -6.15217 -2.0 0.4 -0.6 -0.080
C -2.67476 -2.98827 -4.94083 -0.1 1.1 -0.4 -0.075
C -1.61518 -3.27054 -4.13548 0.2 0.5 0.5 -0.301
C -0.78465 -4.36420 -4.37117 0.1 0.4 -1.7 -0.028
C -0.78508 -4.80565 -5.69551 0.3 -1.1 -0.5 -0.032
S -1.33603 -2.18086 -2.79131 -1.4 -0.5 4.8 0.653
O -0.28698 -3.00130 -2.09649 0.8 1.3 -0.5 -0.649
O -1.11400 -0.75909 -3.07884 0.0 -2.4 -0.8 -0.315
N -2.62598 -2.26876 -1.70490 1.0 4.6 -6.9 -0.263
C -2.66037 -3.02346 -0.71782 0.4 -4.3 5.5 -0.330
C -0.23835 -8.50830 -3.06139 1.7 1.9 0.8 -0.313
O 0.27344 -8.80937 -4.11237 -2.5 0.6 3.7 0.147
O -0.55578 -8.05110 -1.98365 0.7 -2.4 -4.5 0.160
H -2.85043 -4.59652 -8.51877 0.5 -0.1 0.2 0.067
H -2.25761 -6.13905 -7.91297 0.2 -0.1 -0.1 0.068
H -1.11032 -4.96798 -8.66707 -0.1 -0.2 0.1 0.071
H -3.73490 -3.50487 -6.70085 1.0 0.1 0.0 0.119
H -3.30850 -2.13816 -4.65539 0.0 -0.6 -0.2 0.127
H -0.13014 -4.80945 -3.64713 0.4 0.4 0.2 0.107
H -0.01762 -5.51700 -6.03716 -0.4 0.2 0.4 0.117
H -2.61995 -4.14885 -0.70357 0.0 0.7 -0.3 0.044
H -2.52191 -2.57323 0.29267 -0.4 -0.3 -0.1 0.022
S 4.34127 -1.81121 -1.62249 0.2 -0.9 0.8 0.383
C 4.31552 -1.15658 -3.19654 0.8 -1.2 -1.7 -0.907
N 3.69881 0.04641 -3.23572 -0.2 0.5 0.5 -0.021
C 3.34252 0.61872 -4.43096 -0.3 0.9 -1.6 -0.155
C 3.77667 0.01730 -5.59523 -0.2 0.4 -0.4 -0.149
C 4.51869 -1.15418 -5.48206 0.0 0.8 -2.6 -0.273
N 4.81482 -1.70843 -4.32092 -0.3 -0.9 4.3 -0.002
H 3.40492 0.37299 -2.33197 -0.4 0.2 -0.1 0.074
H 2.74501 1.51977 -4.43229 0.0 -0.1 0.2 0.086
H 3.55040 0.47987 -6.57984 0.1 -0.5 0.8 0.088
H 4.90983 -1.70662 -6.34796 -0.3 0.5 0.1 0.070